# 1
C61H83FN6O6SbTi | ωB97M-V/def2-TZVPD

## Properties
HOMO-LUMO gap (spin up / spin down) in eV: 4.80 / 4.80
Total charge: -1
LUMO (spin up / spin down) in eV: 2.0511 / 2.0506

```
159
Properties=species:S:1:pos:R:3:forces:R:3
Ti 0.19361 0.55865 0.79832 -0.39 -2.03 0.14
C -1.75695 -1.29419 4.31767 0.07 0.10 -0.20
N -1.67888 -1.56928 2.88637 -0.16 0.08 0.10
C -1.44329 -2.98244 2.70273 0.20 -0.06 0.12
C -2.91092 -1.16931 2.22983 0.02 0.21 -0.07
C -2.85572 -0.89328 0.71985 0.09 -0.11 0.09
N -1.96435 0.15655 0.11816 -0.33 0.06 0.12
C -2.49573 1.51217 0.41956 -0.01 0.00 0.33
C -2.71318 1.82387 1.88137 0.18 0.02 -0.13
C -3.97540 2.19265 2.31136 -0.07 0.09 -0.07
C -4.21764 2.54301 3.63363 0.03 -0.03 0.03
C -3.10365 2.63290 4.46373 -0.05 0.06 0.03
C -1.80369 2.30544 4.07290 0.19 -0.01 0.00
C -1.62881 1.75688 2.77929 -0.35 0.05 0.10
O -0.51816 1.14018 2.37909 -0.88 0.56 1.37
C -0.61995 2.66350 4.99202 0.04 -0.08 -0.03
C -1.08621 3.14387 6.36980 0.01 0.01 0.05
C 0.12359 3.83692 4.32630 -0.01 -0.02 0.05
C 0.36090 1.50360 5.22774 -0.06 0.05 0.06
C -5.64732 2.78399 4.12241 0.02 0.02 0.00
C -6.33464 3.85714 3.26481 0.02 0.02 -0.02
C -6.43279 1.46691 4.01247 -0.04 0.01 0.01
C -5.68493 3.24208 5.58119 0.00 0.03 0.04
C -2.09976 -0.07285 -1.35191 0.10 -0.13 -0.01
C -1.20549 0.58210 -2.38738 0.10 -0.07 0.29
C -1.59984 0.37580 -3.70298 -0.20 0.03 0.00
C -0.82944 0.80008 -4.76995 0.03 -0.02 -0.04
C 0.28763 1.57592 -4.46841 0.02 0.06 0.02
C 0.72315 1.82652 -3.16859 0.09 0.00 0.21
C 0.01556 1.19862 -2.11291 -0.01 0.00 -0.15
O 0.48109 1.12386 -0.85079 0.09 1.07 -2.65
C 1.89314 2.79728 -2.92389 -0.03 -0.09 0.00
C 3.07333 2.12851 -2.20524 0.00 0.08 0.00
C 2.43747 3.36165 -4.23839 0.05 0.01 -0.09
C 1.36530 3.98105 -2.09936 0.06 0.05 -0.04
C -1.19772 0.38132 -6.19351 -0.02 -0.02 -0.01
C -0.15768 0.85255 -7.21149 0.03 0.04 -0.03
C -1.26501 -1.15477 -6.25935 0.01 -0.02 0.05
C -2.56217 0.96953 -6.57968 -0.01 0.01 0.01
H -2.48440 -1.96272 4.81158 0.03 0.00 0.03
H -2.06952 -0.26477 4.48805 0.07 0.00 -0.01
H -0.77160 -1.43357 4.76084 0.02 -0.06 0.04
H -2.23072 -3.59017 3.18310 0.00 -0.02 0.02
H -0.47773 -3.26677 3.12356 0.01 0.02 -0.01
H -1.42831 -3.22117 1.65479 0.07 -0.19 -0.48
H -3.31585 -0.30968 2.75162 -0.02 0.04 0.03
H -3.65877 -1.97582 2.33173 -0.15 0.02 -0.05
H -3.88588 -0.63505 0.43152 0.00 -0.08 -0.07
H -2.61701 -1.83177 0.21808 0.12 0.01 -0.07
H -3.44911 1.64617 -0.10190 -0.08 -0.01 -0.08
H -1.78838 2.23580 0.01191 0.08 0.08 -0.18
H -4.78725 2.18790 1.58637 0.07 -0.04 0.07
H -3.24872 2.98651 5.47557 0.01 -0.06 -0.12
H -1.68880 4.05522 6.30736 0.05 -0.06 0.04
H -0.20370 3.36932 6.97551 -0.06 -0.01 -0.02
H -1.66433 2.37349 6.89045 0.04 0.07 -0.01
H -0.53926 4.70368 4.23725 0.05 -0.05 0.00
H 0.45497 3.56980 3.32505 0.01 0.00 -0.03
H 0.99393 4.12540 4.93074 -0.11 -0.05 -0.07
H -0.10257 0.71772 5.83198 0.02 0.04 -0.06
H 1.23446 1.87754 5.77576 -0.10 -0.05 -0.05
H 0.70388 1.05722 4.30221 0.05 -0.06 -0.06
H -6.44043 3.53504 2.22552 0.02 0.04 0.07
H -5.75188 4.78246 3.27480 -0.06 -0.04 -0.01
H -7.33670 4.07354 3.65172 0.08 -0.04 -0.04
H -6.46778 1.11508 2.97761 0.00 0.02 0.08
H -7.46261 1.59905 4.36657 0.10 -0.01 -0.05
H -5.95556 0.69084 4.61729 -0.04 0.02 -0.04
H -5.13986 4.18141 5.72038 -0.05 -0.09 0.01
H -5.25621 2.48784 6.24794 -0.02 0.08 -0.04
H -6.72313 3.40647 5.88487 0.06 -0.01 -0.01
H -3.13625 0.16730 -1.62307 -0.05 -0.03 0.02
H -1.96779 -1.13696 -1.51444 0.06 -0.07 0.11
H -2.52175 -0.17524 -3.87866 0.12 -0.01 0.02
H 0.85818 1.99822 -5.28425 -0.08 -0.09 0.09
H 3.42792 1.26350 -2.76682 0.02 -0.02 0.01
H 2.81058 1.78796 -1.20759 -0.06 -0.09 0.11
H 3.90788 2.83955 -2.13063 -0.11 -0.06 -0.01
H 2.88545 2.57750 -4.85885 -0.05 0.10 0.03
H 3.22020 4.09211 -4.01206 -0.06 -0.05 -0.01
H 1.65802 3.86821 -4.81675 0.12 -0.01 0.05
H 0.97567 3.65326 -1.14095 -0.05 -0.02 0.10
H 0.56404 4.49258 -2.64246 0.07 -0.01 0.03
H 2.17221 4.70490 -1.91628 -0.09 -0.08 -0.04
H 0.83845 0.47264 -6.96128 -0.09 0.05 -0.05
H -0.11245 1.94564 -7.27174 0.03 -0.10 0.01
H -0.42438 0.47339 -8.20246 0.02 0.04 0.05
H -0.31854 -1.59335 -5.92731 -0.09 0.00 -0.03
H -1.45860 -1.48282 -7.28760 0.00 0.04 0.09
H -2.05246 -1.56240 -5.61830 0.12 0.03 -0.05
H -2.53488 2.06268 -6.53614 -0.02 -0.06 -0.01
H -3.34646 0.62039 -5.90228 0.05 0.04 -0.06
H -2.83374 0.66972 -7.59828 0.02 0.01 0.09
F 7.06794 2.88980 -0.53387 0.47 0.08 -0.46
C 6.33006 2.52054 0.50593 0.15 -0.06 0.00
C 5.13289 3.06054 0.69142 -0.39 0.11 -0.13
N 4.33404 2.72568 1.74602 -0.46 -0.17 0.45
C 2.98620 3.28642 1.86227 0.21 -0.29 0.03
C 1.85841 2.38317 1.36482 0.26 0.33 0.09
O 0.80050 2.93277 1.03385 0.37 0.02 0.18
O 2.04103 1.11987 1.34303 0.86 0.43 0.38
C 4.76500 1.83132 2.71720 -0.20 0.46 0.07
O 4.14291 1.59945 3.73290 -0.08 -0.16 -0.14
N 6.00382 1.28178 2.46852 -0.07 -0.05 0.03
C 6.87845 1.54033 1.41925 -0.56 0.12 0.16
O 7.94540 0.99189 1.35327 0.73 -0.27 -0.19
H 4.74209 3.79786 0.00419 -0.02 -0.05 -0.04
H 2.92067 4.20908 1.29471 0.15 0.12 -0.02
H 2.80062 3.50323 2.91277 -0.08 0.00 0.04
H 6.33836 0.62834 3.16008 -0.04 -0.04 0.07
N 2.97110 -2.37703 3.34237 0.30 0.15 -0.23
N 2.09257 -1.20966 3.38417 -0.02 -0.24 0.53
H 3.57656 -2.28051 4.14604 0.08 -0.07 0.17
H 2.38008 -3.16542 3.55641 -0.17 -0.25 0.10
H 1.67516 -1.19046 2.46805 -0.33 0.06 -0.54
H 2.71275 -0.41274 3.37207 0.14 0.32 0.03
C 3.44273 -4.29523 0.19694 -0.13 -0.02 0.02
C 2.03539 -4.84165 0.13494 -0.01 0.11 0.12
C 1.87273 -6.20482 0.41945 -0.02 0.10 -0.05
C 0.63731 -6.82954 0.37804 -0.03 0.03 -0.04
C -0.47833 -6.08423 0.02461 0.11 0.00 0.04
C -0.32985 -4.73469 -0.26026 -0.01 0.18 0.16
C 0.90219 -4.06648 -0.19244 0.10 -0.24 0.26
Sb 0.71502 -1.93281 -0.72899 -0.23 -0.35 0.26
C 2.75767 -1.47097 -1.30578 -0.02 0.04 -0.23
C 3.67559 -1.19022 -0.29129 0.05 0.06 -0.09
C 5.02054 -0.98830 -0.57640 0.01 0.07 -0.06
C 5.46200 -1.03495 -1.89213 -0.04 -0.01 0.03
C 4.54782 -1.26108 -2.91187 -0.01 0.03 0.04
C 3.19278 -1.46798 -2.64196 -0.03 -0.03 -0.02
C 2.23308 -1.62501 -3.79738 0.13 0.07 0.10
C -1.06240 -3.37331 -2.82685 0.71 0.57 0.64
C -2.41821 -3.10822 -3.02157 0.04 -0.29 -0.44
C -3.15523 -3.71838 -4.03517 -0.07 -0.01 0.04
C -2.53308 -4.62700 -4.88134 0.03 0.03 0.04
C -1.19725 -4.94148 -4.66399 0.12 -0.06 0.00
C -0.45984 -4.34565 -3.63381 -0.39 -0.12 -0.29
C 0.95475 -4.84929 -3.40966 -0.18 -0.01 -0.14
H 4.15741 -5.11339 0.31191 -0.04 0.03 0.02
H 3.56606 -3.61174 1.04184 -0.02 0.00 -0.05
H 3.69840 -3.74636 -0.70826 0.01 -0.06 0.01
H 2.75370 -6.78690 0.67376 -0.02 0.04 -0.02
H 0.54918 -7.88955 0.59938 0.02 0.10 -0.02
H -1.45388 -6.55275 -0.05128 0.04 0.06 0.00
H -1.20036 -4.19124 -0.60878 0.03 0.04 0.08
H 3.34786 -1.16191 0.74150 0.00 -0.02 -0.01
H 5.73494 -0.81995 0.22188 -0.06 0.02 0.03
H 6.51383 -0.88688 -2.11762 -0.09 -0.01 -0.01
H 4.88533 -1.26755 -3.94448 -0.02 -0.02 0.05
H 2.77351 -1.75554 -4.73965 -0.05 -0.01 0.08
H 1.60339 -0.73688 -3.88382 -0.03 0.05 -0.02
H 1.56150 -2.46646 -3.65424 -0.08 -0.04 -0.02
H -2.95824 -2.41765 -2.37670 -0.03 0.01 -0.04
H -4.20772 -3.47892 -4.15924 -0.03 -0.04 -0.04
H -3.08415 -5.09715 -5.68793 0.01 -0.01 0.00
H -0.70776 -5.67824 -5.29872 -0.07 -0.01 -0.05
H 1.56091 -4.75989 -4.31786 0.00 -0.01 0.06
H 0.93437 -5.90779 -3.12833 0.03 0.05 0.00
H 1.44176 -4.31200 -2.60034 0.04 0.02 -0.06
```
Forces are in eV/Å.

=====

# 2
C23H19N3O5 | ωB97M-V/def2-TZVPD

## Properties
HOMO-LUMO gap in eV: 8.06
SMILES: COc1ccc(NC(=O)c2cc(CN3C(=O)c4ccccc4C3=O)ccc2OC)cn1
LUMO in eV: -0.4531

```
50
Properties=species:S:1:pos:R:3:forces:R:3
C -2.14537 -2.68050 -1.16240 -0.35 0.19 0.02
O -0.87699 -3.30235 -1.09899 0.31 -0.27 -0.06
C 0.05692 -2.67236 -0.37176 0.30 0.28 0.29
C 1.33319 -3.24755 -0.30033 -0.24 -0.01 -0.03
C 2.30569 -2.58611 0.41220 -0.26 0.24 0.01
C 1.98741 -1.37894 1.04092 -0.35 -0.31 -0.23
N 2.97044 -0.64065 1.73021 0.16 -0.29 0.40
C 3.35036 0.63919 1.44705 0.02 -0.13 -0.06
O 4.18856 1.21188 2.10646 0.08 0.22 0.09
C 2.61403 1.22620 0.27886 0.29 0.19 -0.21
C 1.53604 2.05274 0.58028 0.09 0.18 -0.25
C 0.68050 2.51565 -0.40389 0.05 0.10 0.17
C -0.57380 3.26009 -0.03110 0.14 -0.05 -0.02
N -1.64898 2.30054 0.16401 0.11 0.39 0.05
C -2.49774 1.88929 -0.85276 -0.04 0.09 -0.13
O -2.49888 2.33007 -1.97394 -0.02 -0.04 -0.05
C -3.35799 0.84322 -0.24714 -0.15 -0.38 0.54
C -4.39737 0.11159 -0.78139 0.12 0.11 0.00
C -5.02447 -0.81699 0.04401 -0.02 0.03 -0.11
C -4.61652 -1.00059 1.35602 0.04 0.00 0.12
C -3.56917 -0.25930 1.89508 0.10 0.13 -0.05
C -2.95160 0.66242 1.07729 -0.47 -0.26 -0.46
C -1.83502 1.59987 1.34544 -0.01 0.09 0.02
O -1.19881 1.76765 2.35546 0.06 -0.06 0.09
C 0.92193 2.15900 -1.72611 0.13 -0.02 0.07
C 2.01822 1.39102 -2.04562 0.13 -0.15 0.06
C 2.88131 0.91171 -1.05615 -0.16 0.17 -0.02
O 3.90846 0.15276 -1.52380 -0.42 0.00 -0.08
C 5.05691 -0.06138 -0.73385 0.41 -0.07 0.10
C 0.67680 -0.93050 0.95421 0.42 -0.13 0.26
N -0.26121 -1.55140 0.25767 -0.36 -0.38 -0.41
H -2.76255 -3.32492 -1.78452 0.03 0.02 0.02
H -2.06631 -1.68528 -1.60565 -0.05 -0.06 0.02
H -2.57904 -2.58227 -0.16479 -0.02 0.01 -0.09
H 1.52418 -4.17867 -0.80709 0.04 -0.11 -0.06
H 3.30506 -2.99070 0.48491 0.11 0.00 -0.03
H 3.49578 -1.10837 2.45849 -0.04 0.20 -0.02
H 1.35043 2.30311 1.61497 -0.06 0.00 0.12
H -0.44286 3.80758 0.90485 -0.05 -0.01 -0.13
H -0.88414 3.93696 -0.82996 0.01 -0.03 0.15
H -4.71082 0.26013 -1.80288 -0.03 0.02 -0.12
H -5.84306 -1.40414 -0.34446 -0.07 -0.05 -0.03
H -5.12222 -1.72990 1.97133 -0.04 -0.06 0.04
H -3.24842 -0.39487 2.91594 0.04 -0.02 0.11
H 0.24783 2.48912 -2.50205 -0.08 0.05 -0.10
H 2.23258 1.12262 -3.06791 0.04 -0.02 -0.13
H 5.35601 0.84233 -0.19933 -0.03 -0.02 -0.03
H 5.84348 -0.34492 -1.43346 -0.03 0.01 0.09
H 4.91145 -0.87495 -0.01791 0.01 0.06 -0.04
H 0.35973 -0.03914 1.47363 0.10 0.10 0.12
```
Forces are in eV/Å.

=====

ΔE to the lowest compared entry with this formula, charge and spin: 0.000, 0.753 (eV)
Energy: -118203.2007, -38868.3632 (eV)